No. 1
Density functional theory data (ωB97M-V with the def2-TZVPD basis set) for the molecule C5H12N2O at a distorted geometry.

CARTESIAN COORDINATES (ANGSTROEM)
1 N 0.3119 -3.0618 1.0891
2 C -0.9510 -2.3255 0.7708
3 N -0.8572 -1.3195 -0.2777
4 C -0.3607 -0.0428 0.1706
5 C -0.3308 1.0510 -0.8661
6 C 0.8777 1.9860 -0.7878
7 C 0.7122 3.1252 0.1602
8 O 1.7312 3.7253 0.4703
9 H 1.2464 -2.5600 0.7381
10 H 0.3396 -3.8889 0.5441
11 H -1.3558 -1.9599 1.7727
12 H -1.6942 -3.0571 0.4078
13 H -0.4187 -1.6609 -1.1089
14 H 0.7915 -0.1453 0.6309
15 H -0.8845 0.3255 1.1406
16 H -1.2321 1.6447 -0.8172
17 H -0.3806 0.5952 -2.0110
18 H 1.9250 1.5255 -0.6912
19 H 0.8888 2.5840 -1.8168
20 H -0.3587 3.4594 0.4815

The value obtained for the HOMO-LUMO gap is 0.353 Ha. The structure (SMILES) is NCNCCCC=O. As for the molar mass: 116.16 g/mol.

Atomic partial charges in e from the Mulliken method, atoms 1 to 6: atom 1 (N): -0.59, atom 2 (C): -0.49, atom 3 (N): -0.28, atom 4 (C): -0.43, atom 5 (C): -0.45, atom 6 (C): -0.35


No. 2
Density functional theory data (ωB97M-V with the def2-TZVPD basis set) for a cluster of 2 separate species, C5H12N2O in total.

CARTESIAN COORDINATES (ANGSTROEM)
1 C -1.8993 0.4046 -1.5146
2 C 1.8539 0.3703 -0.4980
3 N -0.5194 -0.1012 -1.3273
4 C 0.4283 0.7920 -0.3013
5 N 0.1404 1.9817 0.0241
6 H -0.0698 -0.3022 -2.2258
7 H -0.8549 2.1805 0.0732
8 H -2.4827 -0.3177 -2.0844
9 H -2.3263 0.5102 -0.5194
10 H -1.8687 1.3489 -2.0555
11 H 2.2641 0.8770 -1.3809
12 H 1.9383 -0.7078 -0.6186
13 H 2.4480 0.6820 0.3575
14 C 0.6382 -1.3004 2.2797
15 C -0.3423 -0.6557 1.3091
16 O -1.5111 -0.4924 1.6368
17 H -0.5321 -0.9128 -0.6462
18 H 1.0946 -2.1747 1.8050
19 H 0.1479 -1.5867 3.2155
20 H 1.4529 -0.5955 2.4711

The value obtained for the HOMO-LUMO gap (alpha / beta) is 0.252 / 0.252 Ha. As for the molar mass: 116.16 g/mol.

Atomic partial charges in e from the Mulliken method, atoms 1 to 6: atom 1 (C): -0.98, atom 2 (C): -1.33, atom 3 (N): -0.28, atom 4 (C): 0.79, atom 5 (N): -0.79, atom 6 (H): 0.34


No. 3
Density functional theory data (ωB97M-V with the def2-TZVPD basis set) for a structure of composition C5H12N2O at a distorted geometry.

CARTESIAN COORDINATES (ANGSTROEM)
1 N -0.8518 -0.3827 -1.3991
2 C 0.1054 -0.6396 -0.3566
3 C -0.5991 -0.9492 0.9451
4 C -1.6051 0.2080 1.1487
5 C -2.5912 0.2317 0.0855
6 C 1.3327 0.2463 -0.1547
7 N 2.3904 -0.3346 0.4027
8 O 1.1662 1.4050 -0.5664
9 H -1.9235 -0.2592 -0.7515
10 H -0.7610 0.6215 -1.6257
11 H 0.6195 -1.6148 -0.6045
12 H 0.0431 -1.1910 1.7893
13 H -1.2502 -1.8728 0.7818
14 H -0.9525 1.0891 1.2012
15 H -1.9264 0.1356 2.2119
16 H 2.6101 -1.2121 -0.0682
17 H -2.8219 1.2342 -0.2658
18 H -3.5227 -0.3304 0.1864
19 H 4.9708 1.7509 0.1081
20 H 4.5211 1.1602 0.1835

The value obtained for the HOMO-LUMO gap is 0.171 Ha. As for the molar mass: 116.16 g/mol.

Atomic partial charges in e from the Mulliken method, atoms 1 to 6: atom 1 (N): -0.60, atom 2 (C): 0.36, atom 3 (C): -0.94, atom 4 (C): -0.39, atom 5 (C): -0.55, atom 6 (C): 0.43


no.,E_tot (eV)
1,-10405.163
2,-10403.540
3,-10400.384